Molecular formula: C68H180N8O35
Method: DFT, ωB97M-V with the def2-TZVPD basis set

E: -5769.6977 a.u.
Lowest unoccupied orbital energy: 0.304 eV

ORCA input file:
```
! RIJCOSX wB97M-V def2-TZVPD def2/J DEFGRID3
* xyz 0 1
C -5.560 -2.678 3.028
C -4.206 -2.107 3.421
O -4.223 -0.841 2.856
H -5.776 -3.670 3.425
H -5.737 -2.683 1.952
H -6.345 -2.075 3.483
H -3.334 -2.678 3.103
H -4.129 -2.099 4.508
H -4.067 -0.213 3.565
C 3.069 6.360 -2.542
O 2.567 5.511 -3.519
C 2.261 4.208 -3.183
C 1.254 3.704 -4.186
N -0.054 4.190 -3.869
C -1.043 3.591 -4.792
C -0.940 4.242 -6.210
O -1.953 3.671 -7.005
C -2.161 4.401 -8.203
H 2.214 6.737 -1.980
H 3.542 7.152 -3.122
H 3.838 5.892 -1.928
H 1.908 4.063 -2.162
H 3.250 3.751 -3.206
H 1.189 2.616 -4.176
H 1.618 4.063 -5.148
H -0.284 3.851 -2.946
H -2.014 3.811 -4.349
H -1.038 2.501 -4.800
H -0.006 4.014 -6.724
H -1.136 5.308 -6.090
H -1.229 4.304 -8.759
H -2.337 5.467 -8.058
H -2.900 3.948 -8.865
C -5.767 -8.900 0.723
O -5.736 -7.452 0.538
C -5.691 -6.804 1.826
C -4.554 -7.141 2.818
N -3.195 -6.847 2.421
C -2.897 -5.433 2.326
C -1.450 -5.042 1.980
O -1.365 -3.693 1.917
C -0.030 -3.161 1.822
H -5.866 -9.422 -0.229
H -6.684 -9.258 1.190
H -4.882 -9.271 1.241
H -6.608 -6.977 2.389
H -5.629 -5.729 1.663
H -4.604 -8.165 3.189
H -4.688 -6.520 3.703
H -3.163 -7.150 1.459
H -3.206 -4.839 3.186
H -3.515 -5.070 1.505
H -0.950 -5.549 1.155
H -0.907 -5.402 2.854
H 0.580 -3.385 0.947
H 0.529 -3.598 2.650
H -0.084 -2.079 1.941
C -1.498 -2.229 5.442
O -0.265 -2.470 5.999
C -0.048 -3.821 6.264
C 1.270 -3.941 7.032
N 1.390 -5.351 7.415
C 1.555 -6.398 6.398
C 2.805 -6.240 5.542
O 3.980 -6.651 6.326
C 5.260 -6.585 5.740
H -2.350 -2.555 6.039
H -1.533 -2.492 4.385
H -1.619 -1.149 5.349
H 0.042 -4.435 5.368
H -0.878 -4.349 6.734
H 1.169 -3.275 7.889
H 2.149 -3.574 6.501
H 2.161 -5.404 8.066
H 0.711 -6.379 5.708
H 1.632 -7.392 6.838
H 2.907 -5.185 5.287
H 2.711 -6.789 4.605
H 5.619 -5.566 5.593
H 5.319 -7.142 4.805
H 5.918 -7.090 6.447
C -1.997 -4.930 -4.330
O -0.596 -4.969 -4.001
C -0.233 -3.843 -3.201
C 1.299 -3.805 -3.183
N 1.808 -2.746 -2.378
C 3.274 -2.690 -2.433
C 3.721 -1.319 -1.940
O 3.274 -0.330 -2.897
C 3.883 0.943 -2.640
H -2.382 -5.740 -4.950
H -2.281 -3.961 -4.740
H -2.606 -5.064 -3.436
H -0.708 -3.906 -2.222
H -0.694 -2.983 -3.688
H 1.690 -3.637 -4.186
H 1.681 -4.708 -2.709
H 1.679 -1.874 -2.871
H 3.565 -2.859 -3.469
H 3.700 -3.471 -1.803
H 4.806 -1.319 -1.843
H 3.384 -1.036 -0.943
H 3.687 1.244 -1.611
H 3.454 1.585 -3.409
H 4.947 0.817 -2.840
C 1.462 6.181 3.362
O 2.845 6.320 2.942
C 2.906 6.594 1.529
C 4.427 6.880 1.064
N 5.026 8.209 1.338
C 4.462 9.316 0.643
C 4.761 10.643 1.355
O 6.104 11.077 1.097
C 6.486 12.412 1.488
H 1.068 5.195 3.116
H 0.835 6.916 2.857
H 1.440 6.351 4.438
H 2.338 7.478 1.236
H 2.529 5.744 0.960
H 4.470 6.851 -0.025
H 5.082 6.090 1.431
H 4.904 8.306 2.336
H 3.375 9.269 0.715
H 4.817 9.292 -0.387
H 4.491 10.663 2.411
H 4.153 11.349 0.790
H 5.673 13.095 1.242
H 7.315 12.756 0.869
H 6.829 12.495 2.519
C -1.818 -0.811 -4.761
O -3.089 -1.472 -4.490
C -4.054 -1.313 -5.565
C -4.273 0.145 -5.948
N -4.657 0.940 -4.792
C -4.559 2.451 -5.018
C -4.690 3.091 -3.599
O -3.772 2.531 -2.680
C -3.784 3.115 -1.369
H -1.223 -0.924 -3.855
H -1.794 0.273 -4.873
H -1.281 -1.254 -5.599
H -4.970 -1.840 -5.299
H -3.695 -1.891 -6.416
H -4.986 0.227 -6.768
H -3.331 0.487 -6.375
H -4.012 0.659 -4.068
H -5.393 2.781 -5.638
H -3.642 2.812 -5.484
H -5.686 2.764 -3.301
H -4.671 4.167 -3.772
H -3.418 4.133 -1.501
H -3.113 2.564 -0.710
H -4.796 3.115 -0.963
C -4.288 0.371 6.319
O -4.132 1.064 5.075
C -4.043 2.445 5.127
C -3.226 2.959 3.865
N -1.750 2.681 3.850
C -1.383 1.261 4.150
C 0.167 1.142 4.259
O 0.625 1.921 5.298
C 1.919 2.463 5.216
H -5.312 0.486 6.674
H -3.722 0.812 7.140
H -4.133 -0.703 6.213
H -3.458 2.807 5.973
H -5.067 2.818 5.172
H -3.423 4.020 3.714
H -3.701 2.501 2.997
H -1.336 3.278 4.552
H -1.680 0.684 3.274
H -1.923 0.852 5.003
H 0.628 1.514 3.344
H 0.397 0.093 4.448
H 2.152 2.775 6.234
H 1.927 3.296 4.514
H 2.639 1.726 4.860
C 4.358 -6.821 2.283
O 2.977 -6.986 1.927
C 2.341 -5.754 1.546
C 2.845 -5.372 0.167
N 2.889 -6.523 -0.799
C 1.527 -7.036 -1.023
C 1.476 -8.441 -1.709
O 0.123 -8.864 -1.617
C -0.049 -10.038 -2.368
H 4.644 -6.061 3.010
H 4.888 -6.556 1.368
H 4.603 -7.802 2.691
H 2.606 -4.975 2.261
H 1.271 -5.909 1.687
H 3.851 -4.959 0.242
H 2.210 -4.570 -0.210
H 3.392 -7.325 -0.449
H 0.906 -6.330 -1.573
H 0.965 -7.080 -0.090
H 2.109 -9.137 -1.158
H 1.768 -8.327 -2.753
H -1.101 -10.298 -2.488
H 0.405 -10.851 -1.802
H 0.337 -9.968 -3.385
C 2.445 0.300 -6.868
C 1.825 -0.856 -6.018
O 1.212 -0.304 -4.899
O 3.499 0.878 -6.093
H 1.674 0.997 -7.197
H 2.767 -0.224 -7.768
H 2.557 -1.651 -5.875
H 1.094 -1.221 -6.740
H 1.869 0.221 -4.436
H 3.812 1.669 -6.538
C 5.981 -0.177 1.089
C 6.873 0.456 0.007
O 6.302 1.557 -0.549
O 6.608 -1.323 1.715
H 5.012 -0.453 0.672
H 5.794 0.547 1.881
H 7.049 -0.289 -0.768
H 7.808 0.755 0.479
H 6.839 1.762 -1.318
H 7.413 -1.010 2.135
C -2.196 8.226 -3.134
C -1.297 7.095 -3.690
O -0.316 6.779 -2.746
O -1.545 9.445 -3.314
H -2.468 8.048 -2.093
H -3.085 8.231 -3.764
H -1.039 7.250 -4.737
H -2.028 6.287 -3.677
H -0.002 5.938 -3.087
H -0.624 9.298 -3.087
C -0.792 5.282 -0.061
C -1.437 4.617 1.157
O -0.849 3.283 1.296
O -1.079 6.613 -0.199
H -1.056 4.740 -0.969
H 0.286 5.147 0.018
H -2.503 4.461 0.990
H -1.340 5.205 2.070
H -1.099 2.929 2.153
H -0.755 6.945 -1.040
C -6.825 0.290 -1.643
C -8.118 1.023 -1.964
O -7.893 1.997 -2.958
O -6.439 -0.516 -2.735
H -7.009 -0.330 -0.765
H -6.015 0.943 -1.319
H -8.443 1.524 -1.051
H -8.895 0.310 -2.238
H -8.388 2.787 -2.727
H -6.134 0.136 -3.370
C -3.640 -1.219 -0.542
C -2.986 -2.315 -1.445
O -2.704 -3.485 -0.673
O -2.736 -0.760 0.471
H -4.570 -1.514 -0.055
H -3.917 -0.394 -1.199
H -2.045 -1.888 -1.794
H -3.648 -2.701 -2.220
H -2.147 -3.239 0.069
H -3.187 -0.787 1.318
C 3.865 -2.744 3.552
C 2.967 -1.644 2.985
O 3.612 -0.338 3.178
O 4.699 -3.146 2.499
H 3.367 -3.649 3.900
H 4.403 -2.407 4.438
H 2.048 -1.650 3.571
H 2.716 -1.758 1.930
H 3.160 0.292 2.611
H 5.096 -2.313 2.235
C 2.465 2.646 0.984
C 3.846 3.175 1.430
O 4.663 3.480 0.285
O 2.233 1.296 1.277
H 2.283 2.848 -0.071
H 1.722 3.196 1.562
H 4.365 2.350 1.917
H 3.779 3.930 2.213
H 5.069 2.652 0.017
H 1.396 1.044 0.879
C -0.810 1.084 -1.891
C 0.153 0.071 -1.167
O -0.066 0.151 0.270
O -0.412 2.456 -1.526
H -1.843 0.990 -1.555
H -0.885 1.026 -2.977
H 1.195 0.321 -1.362
H -0.098 -0.956 -1.434
H -0.945 -0.223 0.369
H -0.457 2.626 -0.582
*
```

Here are the Mulliken charges for atoms 1 to 5, given in e: number 1, C, carries -1.60; number 2, C, carries 1.59; number 3, O, carries -0.26; number 4, H, carries 0.35; number 5, H, carries 0.26